(1)
A molecular structure, C21H10F6N6O6PdS4Se. Source: OMol25; level of theory: ωB97M-V/def2-TZVPD.

XYZ file:
```
55
Properties=species:S:1:pos:R:3:forces:R:3
Pd -0.7269 0.0830 -0.3222 -0.896 0.169 1.086
Se 5.1372 4.8339 -2.0637 -0.950 -0.684 -0.631
N 4.9409 3.0174 -2.0474 -1.404 0.660 -0.090
C 3.6290 2.7969 -2.0696 1.104 0.232 0.726
C 3.0668 1.4743 -1.8302 -1.844 -0.336 -0.396
C 3.8493 0.3533 -1.8689 0.941 -1.450 0.200
C 3.3404 -0.8852 -1.3991 -0.894 0.675 -0.255
C 1.9695 -0.9874 -1.1355 1.678 2.186 -0.200
N 1.1726 0.0970 -1.1738 0.637 0.076 -1.875
C 1.6445 1.2871 -1.5584 2.006 0.167 0.323
C 0.7584 2.4524 -1.5758 0.428 0.881 -0.001
N -0.5318 2.3007 -1.2442 0.305 0.206 -0.855
C -1.3337 3.3557 -1.1252 0.038 -0.331 -0.552
C -0.8553 4.6350 -1.3896 0.247 1.525 0.490
C 0.4791 4.8446 -1.7274 -0.215 -1.334 0.021
C 1.3221 3.7382 -1.8412 -0.767 0.380 0.096
C 2.7457 3.9575 -2.0729 0.927 0.052 -0.378
N 3.3372 5.1309 -2.2086 0.077 -0.807 0.708
H 4.8589 0.4181 -2.3189 -0.511 0.007 0.806
H 3.9636 -1.7451 -1.2187 0.210 -0.163 -0.447
H 1.4691 -1.8749 -0.8916 -0.353 -1.280 0.367
H -2.3801 3.0919 -0.8933 0.616 0.398 0.030
H -1.4017 5.5760 -1.2211 -0.377 -0.829 -0.147
H 0.9060 5.8175 -1.8806 -0.086 0.359 -0.008
F -5.0918 -2.1401 -2.4739 -0.469 -0.761 -1.193
C -4.3798 -1.0736 -2.8246 0.364 1.127 3.365
F -5.1967 -0.0534 -3.0941 -0.493 -0.312 -0.529
F -3.5927 -1.2612 -3.8448 0.193 -0.643 -0.706
S -3.4749 -0.6022 -1.1795 -0.061 0.920 0.801
O -4.2715 -1.1181 -0.0316 1.833 0.445 -2.670
O -3.4924 0.8538 -1.3798 0.507 -1.684 0.315
N -1.9198 -1.1889 -1.5097 -1.913 -2.247 0.584
S -1.3279 -2.7318 -1.0470 -0.267 1.330 0.624
O -0.3904 -3.1518 -2.0484 -0.096 0.193 -0.605
O -0.8669 -2.8058 0.3181 -0.714 -0.073 -0.454
C -2.5715 -4.1617 -1.0262 0.360 -1.887 0.752
F -1.8292 -5.3206 -0.6211 -1.170 2.028 -0.435
F -3.1371 -4.5559 -2.1848 0.264 0.823 0.419
F -3.5344 -3.9521 -0.1203 0.629 -0.281 -0.677
O -2.5955 -0.6086 5.1077 0.848 -0.127 0.396
S -1.2467 -0.0738 4.9855 -1.716 0.791 -1.065
O -0.6574 0.4920 6.1732 0.093 0.115 0.348
N -1.2428 0.9798 3.7121 0.888 -0.988 0.345
C -0.4116 0.5226 2.7833 0.340 1.780 -1.058
S 0.0228 1.4395 1.3966 -0.036 -0.170 1.379
C 0.2913 -0.7566 3.0422 -0.862 -1.460 1.462
C 1.1369 -1.6034 2.3181 0.649 0.512 -0.596
C 1.6086 -2.7782 2.8902 -0.661 -0.832 1.402
C 1.2159 -3.1665 4.2134 0.756 0.123 -0.337
C 0.3140 -2.3675 4.9026 0.403 0.077 -0.067
C -0.1327 -1.2176 4.2951 0.510 -0.221 -0.762
H 1.4932 -1.3126 1.3202 -0.447 -0.103 0.526
H 2.2051 -3.5166 2.3477 0.042 0.624 -0.079
H 1.7204 -4.0165 4.7397 -0.705 0.629 -0.767
H -0.0049 -2.5213 5.9181 0.015 -0.486 0.263
```
Positions in Å, forces in eV/Å.

2S+1 = 1
LUMO energy (spin up / spin down) = 0.1195 / 0.1196 Ha
gap between HOMO and LUMO (spin up / spin down) = 3.27 / 3.30 eV
net charge = -2


(2)
C28H31ClN2O4S in the gas phase. Source: OMol25; level of theory: ωB97M-V/def2-TZVPD.

XYZ file:
```
67
Properties=species:S:1:pos:R:3:forces:R:3
C 1.3204 5.8042 -2.9785 -0.026 0.014 -0.061
C 1.6252 4.3399 -2.9271 0.073 -0.067 -0.006
C 0.6472 3.4056 -3.2582 0.074 -0.071 0.018
C 0.9411 2.0543 -3.2863 -0.193 -0.004 -0.056
C 2.2211 1.6345 -2.9800 0.267 -0.673 -0.046
S 2.6434 -0.1021 -3.0950 -0.030 -0.241 0.117
O 4.0720 -0.2163 -3.0663 -0.003 0.291 0.222
O 1.9237 -0.6932 -4.1853 -0.259 0.204 0.104
N 2.0784 -0.8213 -1.7015 0.446 0.314 -0.968
C 2.6607 -0.3275 -0.4814 0.379 0.157 0.351
C 2.7187 -1.4145 0.5957 -0.007 0.195 0.000
C 1.3920 -1.6214 1.3012 0.369 -0.122 -0.021
O 1.2499 -1.2847 2.4662 0.131 0.215 0.376
N 0.3960 -2.2066 0.5951 -0.269 -0.167 0.181
C -0.8880 -2.3902 1.2546 -0.185 0.133 0.136
C -1.9616 -1.4520 0.6665 0.035 -0.181 0.153
O -1.5014 -0.1436 0.4475 0.058 0.147 -0.047
C -1.2801 0.6263 1.6216 -0.039 0.041 0.159
C -0.6189 1.9046 1.1866 0.008 -0.114 0.030
C 0.7104 2.1593 1.4954 -0.122 -0.011 0.068
C 1.3188 3.3206 1.0488 0.027 0.051 -0.011
C 0.6112 4.2411 0.2962 -0.043 -0.022 0.007
C -0.7137 3.9766 -0.0091 0.073 -0.231 0.187
Cl -1.6274 5.1188 -0.9286 -0.219 0.213 -0.155
C -1.3322 2.8175 0.4219 0.084 0.041 0.023
C -1.3521 -3.8549 1.2228 0.055 0.268 0.131
C -2.5022 -4.0623 2.1692 -0.036 -0.122 -0.096
C -3.7974 -4.2275 1.6975 0.044 -0.015 0.020
C -4.8522 -4.3974 2.5777 -0.111 0.004 0.007
C -4.6236 -4.4010 3.9426 -0.088 -0.010 0.036
C -3.3350 -4.2368 4.4227 0.015 0.014 0.083
C -2.2823 -4.0692 3.5417 -0.016 0.003 -0.041
C 0.4986 -2.4696 -0.8241 0.192 0.299 -0.301
C 0.6878 -1.1928 -1.6551 -0.533 -0.234 -0.269
C 3.1989 2.5401 -2.6202 0.191 -0.012 0.052
C 2.8979 3.8902 -2.5928 -0.105 -0.050 -0.027
H 1.3457 6.1453 -4.0136 0.010 0.087 -0.048
H 0.3268 6.0084 -2.5880 -0.017 0.067 0.026
H 2.0532 6.3783 -2.4170 0.032 0.085 0.040
H -0.3464 3.7448 -3.5102 -0.124 0.028 -0.017
H 0.2010 1.3241 -3.5727 -0.162 -0.036 -0.072
H 3.6765 -0.0245 -0.7408 -0.031 0.034 0.266
H 2.1095 0.5478 -0.1024 0.096 -0.071 -0.058
H 3.0662 -2.3448 0.1452 0.058 -0.026 -0.019
H 3.4302 -1.1101 1.3651 -0.127 -0.069 -0.029
H -0.7110 -2.1167 2.3001 -0.064 -0.074 -0.238
H -2.2749 -1.8037 -0.3206 -0.072 -0.099 0.055
H -2.8350 -1.4567 1.3344 0.041 -0.038 -0.126
H -0.6304 0.0965 2.3259 -0.071 0.033 -0.053
H -2.2447 0.8298 2.1128 0.090 -0.031 -0.052
H 1.2610 1.4497 2.0952 0.060 -0.122 0.068
H 2.3524 3.5154 1.2913 0.109 0.028 0.023
H 1.0760 5.1521 -0.0432 0.030 0.116 -0.060
H -2.3624 2.6207 0.1696 -0.130 0.018 -0.050
H -0.5103 -4.4824 1.5240 0.005 -0.002 -0.075
H -1.6519 -4.1415 0.2132 0.029 -0.063 -0.041
H -3.9825 -4.2270 0.6326 -0.004 -0.005 -0.122
H -5.8542 -4.5279 2.1961 -0.083 -0.011 -0.027
H -5.4458 -4.5340 4.6298 -0.066 -0.013 0.056
H -3.1498 -4.2418 5.4867 0.019 -0.004 0.088
H -1.2777 -3.9462 3.9199 0.138 0.019 0.051
H -0.4195 -2.9636 -1.1373 0.049 -0.009 0.004
H 1.3352 -3.1452 -1.0272 -0.143 -0.035 -0.073
H 0.3993 -1.3834 -2.6895 -0.176 -0.067 0.138
H 0.0643 -0.3913 -1.2341 0.040 -0.104 -0.068
H 4.1893 2.1756 -2.3985 0.147 0.027 0.027
H 3.6646 4.6037 -2.3283 0.078 0.078 0.027
```
Positions in Å, forces in eV/Å.

2S+1 = 1
SMILES string = Cc1ccc(S(=O)(=O)N2CCC(=O)N([C@@H](COCc3cccc(Cl)c3)Cc3ccccc3)CC2)cc1
LUMO energy = 0.0235 Ha
gap between HOMO and LUMO = 9.73 eV
net charge = 0


(3)
A molecular structure, C29H42AsIrNP. Source: OMol25; level of theory: ωB97M-V/def2-TZVPD.

XYZ file:
```
75
Properties=species:S:1:pos:R:3:forces:R:3
Ir -0.3915 0.2072 1.9093 0.208 -0.016 0.044
N -0.9807 0.3233 -0.0175 -0.232 0.120 -0.126
C -2.0478 -0.5026 -0.6366 0.114 -0.002 0.081
C -2.2923 -0.1626 -1.9666 0.069 -0.112 -0.027
C -3.2362 -0.8564 -2.7006 0.028 0.046 -0.062
C -3.9154 -1.9006 -2.0884 -0.042 -0.059 0.044
C -3.6708 -2.2097 -0.7647 0.064 -0.014 0.033
C -2.7385 -1.5119 0.0273 -0.082 -0.030 0.027
C -2.6199 -1.8070 1.4870 -0.181 -0.002 -0.136
C -3.5331 -2.6651 2.1045 -0.008 0.067 0.075
C -3.5736 -2.8340 3.4836 0.022 0.021 -0.053
C -2.7228 -2.1177 4.3107 -0.042 -0.048 0.009
C -1.7825 -1.2903 3.7219 0.046 0.038 0.017
C -1.7036 -1.1661 2.3328 0.103 -0.017 -0.031
H -1.2538 1.2983 -0.1733 -0.003 0.005 0.033
H -0.1616 0.1835 -0.6072 0.051 0.061 0.051
H -1.7706 0.6779 -2.4154 -0.018 0.014 0.022
H -3.4539 -0.5718 -3.7215 -0.008 0.010 0.005
H -4.6625 -2.4611 -2.6345 -0.002 0.009 0.001
H -4.2430 -3.0131 -0.3289 0.008 -0.015 -0.014
H -4.2711 -3.1957 1.5241 -0.020 0.012 0.008
H -4.3051 -3.5054 3.9128 -0.009 0.001 -0.005
H -2.7850 -2.2046 5.3865 -0.002 0.002 -0.003
H -1.1111 -0.7308 4.3721 0.036 -0.041 -0.010
C 1.8616 -0.1641 4.2664 -0.004 0.009 0.003
C 2.3004 -1.1637 3.1869 -0.058 -0.021 0.108
C 3.8112 -1.4112 3.2637 0.037 0.043 0.034
C 1.5953 -2.5132 3.3854 0.039 -0.059 -0.006
P 1.7765 -0.4808 1.5523 0.059 -0.055 -0.014
C 2.3298 -1.6822 0.2972 -0.102 0.186 -0.252
C 3.6745 -1.5113 -0.0721 -0.093 -0.007 0.004
C 4.3297 -2.4324 -0.8708 0.027 -0.016 -0.012
C 3.6553 -3.5675 -1.2969 -0.051 -0.001 0.032
C 2.3265 -3.7442 -0.9420 0.006 0.101 -0.300
C 1.6218 -2.7995 -0.1918 0.423 -0.427 1.068
C 2.4606 1.2327 1.1684 -0.073 -0.026 0.030
C 2.4290 1.4775 -0.3459 0.010 0.035 -0.011
C 1.4448 2.1775 1.8422 -0.086 0.000 -0.010
C 3.8466 1.5940 1.7101 0.062 0.013 0.003
H 1.9932 -0.6144 5.2517 -0.028 -0.012 -0.003
H 0.7923 0.1080 4.2036 -0.005 0.013 -0.036
H 2.4388 0.7592 4.2494 -0.005 -0.019 0.008
H 4.0286 -1.7839 4.2670 0.000 -0.011 0.000
H 4.4093 -0.5158 3.1170 0.004 -0.020 -0.008
H 4.1314 -2.1801 2.5617 -0.004 0.014 -0.025
H 1.8240 -2.8654 4.3929 -0.001 0.003 -0.004
H 1.9822 -3.2607 2.6913 -0.010 0.013 -0.006
H 0.5110 -2.4650 3.2892 -0.004 0.038 0.003
H 4.2410 -0.6656 0.2904 -0.029 -0.007 0.012
H 5.3683 -2.2749 -1.1286 0.002 -0.019 -0.001
H 4.1659 -4.3235 -1.8792 0.011 0.009 -0.001
H 1.8011 -4.6374 -1.2626 0.025 -0.024 0.036
H 1.0422 -2.0498 -2.0039 -0.159 0.269 -0.370
H 1.4704 1.2291 -0.8119 -0.007 0.002 0.023
H 3.2045 0.9267 -0.8714 0.004 -0.009 -0.008
H 2.5984 2.5407 -0.5269 0.007 -0.010 0.006
H 0.3978 2.0731 1.4502 0.060 0.027 0.049
H 1.6692 3.2123 1.5711 -0.011 0.005 -0.013
H 1.4507 2.1348 2.9297 0.016 0.000 -0.021
H 4.6544 1.0111 1.2720 -0.009 -0.009 0.020
H 3.9097 1.5194 2.7939 -0.012 0.001 -0.022
H 4.0362 2.6388 1.4515 -0.009 -0.004 -0.007
C 1.7144 -1.8014 -4.7428 -0.022 0.105 -0.048
As 0.3740 -1.8590 -3.3638 0.046 -0.307 -0.156
C 0.2383 -3.1678 0.2552 -0.105 0.083 -0.130
C -0.7480 -3.3883 -3.6695 -0.094 0.027 -0.018
H 2.1780 -2.7915 -4.7513 0.033 0.027 0.006
H 2.4489 -1.0284 -4.5345 0.013 -0.020 0.028
H 1.2362 -1.6134 -5.7023 -0.023 -0.013 0.002
H -0.2525 -3.8135 -0.4751 0.009 0.001 0.012
H -0.3879 -2.2995 0.4181 -0.010 0.022 0.012
H 0.2753 -3.7193 1.1956 -0.007 -0.024 -0.020
H -0.0902 -4.2613 -3.6573 -0.026 -0.008 0.020
H -1.2148 -3.3031 -4.6490 0.009 0.018 -0.009
H -1.5110 -3.4638 -2.8975 0.047 0.015 0.009
```
Positions in Å, forces in eV/Å.

2S+1 = 2
energy above the lowest of the compared OMol25 structures with the same formula, charge and spin = 2.860 eV
LUMO energy (spin up / spin down) = -0.3701 / -0.4230 Ha
gap between HOMO and LUMO (spin up / spin down) = 6.78 / 5.34 eV
net charge = +3


(4)
A molecular structure, C17H17Cl3N13S2Sc. Source: OMol25; level of theory: ωB97M-V/def2-TZVPD.

XYZ file:
```
53
Properties=species:S:1:pos:R:3:forces:R:3
Sc 0.2310 -0.1310 -0.8569 -0.215 2.032 -0.280
N 1.5990 -3.3530 -0.7991 1.153 -0.233 -0.937
C 0.4168 -3.1501 -0.1742 0.746 2.431 -0.277
N -0.1086 -3.9581 0.6447 -1.022 -2.927 1.449
N -1.2238 -3.3725 1.1177 -0.038 0.224 0.048
N -1.3200 -2.1965 0.6317 -0.306 0.150 0.413
N -0.2613 -1.9815 -0.1776 -0.194 -0.742 -0.560
C 2.2719 -2.3959 -1.5821 -1.613 -0.462 1.480
N 3.1881 -2.6941 -2.4445 0.397 -0.278 -0.632
N 3.5838 -1.4961 -2.9453 0.153 0.134 0.805
N 2.9749 -0.5439 -2.3613 -1.139 0.519 -0.170
N 2.0221 -1.0649 -1.4748 2.017 -1.060 -0.738
H 1.9759 -4.2950 -0.6861 0.008 0.655 -0.371
S 0.1661 2.2674 -1.9378 -0.387 -0.275 0.408
C -1.3975 2.0483 -1.1900 0.646 0.969 -1.042
N -1.7230 0.9938 -0.5054 -0.129 -0.516 0.363
C -3.0591 1.0457 -0.0798 0.364 -0.468 -0.202
C -3.7122 0.0309 0.6203 0.101 0.659 -0.214
C -5.0460 0.2443 0.9066 -0.664 -1.763 0.808
C -5.7243 1.3799 0.5696 -0.224 1.649 -1.000
C -5.0573 2.3699 -0.1506 -0.525 -0.245 -0.781
C -3.7314 2.1909 -0.5302 -0.688 -0.518 1.282
S -2.6799 3.2198 -1.4066 0.514 0.044 -0.271
H -3.1733 -0.8671 0.8855 -0.083 -0.036 -0.016
H -5.6624 -0.5525 1.3331 0.543 0.090 0.174
H -6.8012 1.5335 0.7322 0.632 -0.365 0.126
H -5.6581 3.1247 -0.6311 0.073 0.566 0.280
Cl 1.4946 -0.9296 -5.8946 0.714 0.335 -0.355
C 0.2533 -1.9599 -5.2457 0.342 -0.635 -0.905
Cl -1.1368 -1.9723 -6.2929 -0.808 0.065 -0.484
Cl 0.8347 -3.6326 -5.0770 -0.033 0.403 0.450
C -0.1273 -1.3366 -4.0098 -0.251 -0.083 1.607
N -0.3576 -0.8642 -2.9926 -0.092 -0.095 -0.433
C 1.2466 -0.3634 2.0258 1.991 -0.245 -0.159
C 2.2451 0.0685 3.1357 0.337 -0.550 0.579
N 2.4501 1.5152 3.1481 0.503 -0.852 -0.224
C 1.1348 2.1394 3.0904 0.881 0.560 -0.445
C 0.5011 1.8741 1.7126 0.234 0.426 -0.199
N 1.2022 0.7471 1.0410 -0.166 0.097 -0.476
C 2.6285 1.1855 0.7194 -1.265 -1.299 0.785
C 3.2102 1.8408 1.9541 1.030 1.297 -0.503
H 0.2707 -0.5827 2.3885 -0.916 -0.003 0.244
H 1.6438 -1.2838 1.5478 -0.319 0.522 0.131
H 3.2243 -0.3993 2.9318 -0.364 0.113 0.259
H 1.9237 -0.2373 4.1439 -0.017 -0.101 -0.393
H 1.3189 3.2141 3.2232 -0.512 -0.195 0.184
H 0.5805 1.7126 3.9136 -0.430 0.179 0.207
H 0.5704 2.7523 1.0745 0.240 0.026 -0.159
H -0.5500 1.6754 1.7793 -0.603 -0.428 0.132
H 2.6460 1.7366 -0.1944 -0.078 0.647 -0.491
H 3.1690 0.2648 0.5526 0.079 -0.294 -0.312
H 3.2693 2.9390 1.8713 -0.191 -0.279 -0.041
H 4.2640 1.4995 1.9453 -0.428 0.155 0.855
```
Positions in Å, forces in eV/Å.

2S+1 = 1
energy above the lowest of the compared OMol25 structures with the same formula, charge and spin = 0.000 eV
LUMO energy = -0.0177 Ha
gap between HOMO and LUMO = 8.04 eV
net charge = 0


Max |F|, record by record: 3.57 1.11 1.23 3.42 eV/Å